Molecular formula: C3H4Si
Method: DFT, ωB97M-V/def2-TZVPD

As for the HOMO energy: -8.8 eV. The value obtained for the electronic energy is -11049.490 eV. The value obtained for the energy above the lowest of the compared OMol25 structures with the same formula, charge and spin is 27.1 kJ/mol. As for the HOMO-LUMO gap: 8.734 eV.

```
! RIJCOSX wB97M-V def2-TZVPD def2/J DEFGRID3
* xyz 0 1
C -0.876 0.830 0.018
C -0.999 -0.872 0.022
C 0.176 0.020 -0.586
Si -2.668 0.086 -0.100
H -0.720 -1.573 0.874
H 0.438 -0.027 -1.689
H 1.059 -0.007 0.023
H -0.836 1.653 0.793
*
```


Molecular formula: C37H41N7O2PRu
Method: DFT, ωB97M-V/def2-TZVPD

As for the HOMO energy (alpha / beta): -15.9 / -16.0 eV. The value obtained for the electronic energy is -65405.273 eV. As for the HOMO-LUMO gap (alpha / beta): 8.285 / 5.976 eV.

```
! RIJCOSX wB97M-V def2-TZVPD def2/J DEFGRID3
* xyz 3 5
N -4.037 0.403 3.022
C -0.902 1.823 -2.515
H -1.268 -3.915 -4.656
H 5.086 -3.087 0.147
P -0.098 -0.574 -1.322
H -3.010 2.614 0.730
C 1.466 -0.044 -3.575
H -3.165 5.754 0.938
C -3.195 5.049 0.108
H -2.141 -5.624 -3.081
C -1.742 -4.689 -2.714
H 5.068 2.211 2.183
N -1.518 0.653 4.975
C -1.221 -3.179 0.622
C 1.459 -0.421 -2.232
H -3.272 5.604 -0.825
H 4.792 -0.963 -1.850
N -1.978 4.233 0.084
H 4.777 -0.307 -4.232
H 5.128 -1.538 1.054
H 4.717 -0.152 2.736
C -0.754 -2.537 -3.097
C 2.667 -0.758 -1.622
H -2.285 0.661 5.629
H 0.112 4.284 -0.039
H 2.626 -4.527 1.063
C -1.807 2.658 -3.151
H -1.200 -3.319 2.884
H 2.644 0.286 -5.331
C -3.096 2.216 -3.428
H 1.572 0.825 4.000
C 2.657 -1.750 2.171
C 3.855 -0.720 -2.335
Ru -0.296 0.131 0.998
H 0.097 2.184 -2.296
H -4.066 4.406 0.205
H 3.075 -3.808 -0.501
H -5.787 0.271 1.771
C -1.274 0.522 -2.174
C 1.739 0.432 1.199
C 2.764 -0.273 1.833
C -0.717 -2.253 -1.735
C -2.016 2.967 0.433
C -0.189 0.815 5.318
H 0.548 0.238 -4.074
H -4.472 0.602 3.910
H 5.198 -3.078 1.928
H 3.163 -1.949 3.120
H -2.859 -0.935 -2.234
C -1.203 -3.233 -0.850
O -1.036 2.193 0.428
C 3.151 2.415 1.218
C -2.725 0.278 2.769
C -4.713 0.225 1.833
H -0.394 -1.805 -3.808
H -1.756 -3.990 1.119
H 1.565 -3.296 0.334
N -0.617 -2.315 1.333
C 3.851 -0.345 -3.672
H -3.794 2.866 -3.941
H 1.202 2.334 0.365
H -1.503 3.652 -3.454
C 2.597 -3.611 0.456
C 4.779 -2.569 1.050
C -3.479 0.930 -3.075
H 1.627 -2.084 2.242
C -1.582 0.473 3.650
C -1.715 -4.428 -1.353
N -0.372 0.511 3.121
C 3.947 0.386 2.189
H -0.675 5.854 0.220
H -3.886 -0.180 -0.159
C 1.968 1.772 0.881
H 3.293 3.458 0.962
H -2.093 -5.173 -0.663
H 0.126 0.982 6.334
H 2.679 -1.023 -0.575
C -2.567 0.084 -2.457
N 3.337 -2.602 1.178
H -4.476 0.577 -3.307
C 4.148 1.720 1.892
C -0.739 4.902 -0.305
H -0.735 5.092 -1.378
C 0.512 0.725 4.160
C 2.655 -0.008 -4.290
C -1.255 -3.736 -3.589
N -2.512 0.026 1.490
O -0.702 -2.499 2.718
C -3.759 0.000 0.893
*
```


Molecular formula: C4H6O
Method: DFT, ωB97M-V/def2-TZVPD

As for the HOMO energy: -9.7 eV. The value obtained for the electronic energy is -6288.975 eV. The value obtained for the energy above the lowest of the compared OMol25 structures with the same formula, charge and spin is 284.0 kJ/mol. As for the HOMO-LUMO gap: 10.638 eV.

```
! RIJCOSX wB97M-V def2-TZVPD def2/J DEFGRID3
* xyz 0 1
H 1.540 0.747 -1.223
H 1.131 -1.579 0.882
C 0.972 -0.097 -0.862
H -0.208 -1.711 -1.896
O -1.784 0.828 1.141
H -0.323 2.115 0.581
H -1.225 -0.600 -0.850
C -0.687 1.314 1.254
C -0.225 -0.976 -1.087
C 0.808 -1.050 -0.001
H 0.025 0.998 2.042
*
```


Molecular formula: C3H2N2O
Method: DFT, ωB97M-V/def2-TZVPD

As for the HOMO energy: -10.6 eV. The value obtained for the electronic energy is -8167.657 eV. The value obtained for the energy above the lowest of the compared OMol25 structures with the same formula, charge and spin is 198.4 kJ/mol. As for the HOMO-LUMO gap: 8.932 eV.

```
! RIJCOSX wB97M-V def2-TZVPD def2/J DEFGRID3
* xyz 0 1
H -0.416 1.422 1.748
C 0.507 -0.422 0.541
O 1.615 -0.871 0.928
C -0.047 -0.711 -0.864
N -1.127 1.088 -0.180
C -0.422 0.807 0.816
H 0.233 -1.410 -1.736
N -0.725 0.185 -1.305
*
```


Molecular formula: C4H7NO
Method: DFT, ωB97M-V/def2-TZVPD

As for the HOMO energy: -10.1 eV. The value obtained for the electronic energy is -7795.470 eV. The value obtained for the energy above the lowest of the compared OMol25 structures with the same formula, charge and spin is 402.7 kJ/mol. As for the HOMO-LUMO gap: 11.204 eV.

```
! RIJCOSX wB97M-V def2-TZVPD def2/J DEFGRID3
* xyz 0 1
N 0.304 -1.062 -0.151
H 0.709 0.821 -2.329
H 1.281 1.225 -2.013
H -0.465 1.189 2.392
C -0.830 -0.858 -2.239
O -1.445 -1.755 -2.569
C 1.198 -0.200 0.075
H -1.657 -0.051 1.962
C -0.107 0.244 0.493
H -0.036 -0.528 2.503
H -0.639 0.932 -0.166
H 2.280 -0.165 0.123
C -0.593 0.209 1.919
*
```


Molecular formula: C4H12N2O
Method: DFT, ωB97M-V/def2-TZVPD

As for the HOMO energy: -9.5 eV. The value obtained for the electronic energy is -9370.384 eV. The value obtained for the energy above the lowest of the compared OMol25 structures with the same formula, charge and spin is 78.2 kJ/mol. As for the HOMO-LUMO gap: 10.223 eV.

```
! RIJCOSX wB97M-V def2-TZVPD def2/J DEFGRID3
* xyz 0 1
C -0.673 -0.611 -1.986
O -1.865 -0.732 -1.260
H -0.902 -1.004 -2.981
H -0.550 1.891 1.221
H -1.095 -1.472 1.613
C 0.125 0.021 1.567
C 1.395 -0.720 1.898
H 0.105 1.212 -1.128
H 1.182 -1.749 2.173
H 2.050 -0.715 1.028
H 0.683 0.872 -2.766
H 1.107 1.817 1.654
H 0.124 -1.245 -1.548
H -0.970 1.453 -2.514
N -1.041 -0.473 1.451
H 1.918 -0.240 2.721
H -1.708 -0.477 -0.331
N 0.295 1.347 1.294
C -0.180 0.827 -2.106
*
```


Molecular formula: C18H35O8P
Method: DFT, ωB97M-V/def2-TZVPD

As for the HOMO energy: -9.3 eV. The value obtained for the electronic energy is -44900.173 eV. As for the HOMO-LUMO gap: 8.313 eV.

```
! RIJCOSX wB97M-V def2-TZVPD def2/J DEFGRID3
* xyz 0 1
H 1.087 2.320 -1.489
H -0.631 4.639 -3.827
H 4.147 2.197 0.161
H 3.347 0.803 -1.731
C -2.440 -3.251 5.467
O 0.507 -4.284 3.418
H 5.037 0.668 0.067
H -1.052 4.684 -1.379
C 6.151 2.857 -3.587
H -2.185 -0.517 -2.912
H 6.911 3.617 -3.771
H 4.959 0.740 -2.416
C -2.836 -2.511 -1.186
O -3.656 -2.619 5.167
H 0.478 -3.428 3.846
H 0.900 4.600 -0.374
H -3.513 1.237 -3.318
C -2.777 -0.311 -2.025
O -0.926 2.634 -1.117
C -3.136 -4.257 1.913
C -0.351 3.781 -3.217
C 0.884 3.668 0.191
C -2.890 -3.674 3.271
H -0.516 2.872 -3.797
H -1.787 -2.423 -1.438
C -3.027 -2.500 0.320
O -3.587 -1.439 -1.720
H -2.555 -1.603 0.714
H 1.897 3.481 0.550
C 4.849 1.615 -0.439
H 5.782 2.491 -4.546
O -1.962 -3.224 6.577
C 0.404 2.498 -0.651
C -3.679 0.888 -2.310
H -4.091 -2.422 0.513
H 0.415 1.593 -0.042
C -0.114 -5.574 5.702
H 6.634 2.022 -3.076
H -4.699 0.540 -2.240
H -3.484 1.657 -1.580
C -2.028 -4.010 4.228
H 4.569 4.277 -3.316
H -4.213 -4.222 1.748
H 0.092 -4.668 6.259
H 5.388 3.854 -1.825
H -3.246 -3.436 -1.573
H -2.886 -5.310 1.945
C 4.278 1.362 -1.825
C 5.013 3.444 -2.770
H -2.125 -0.100 -1.186
P -0.708 -5.245 4.011
H -0.825 -6.173 6.252
C -1.180 3.754 -1.944
H 0.815 -6.118 5.617
H 5.789 2.165 -0.476
O -3.852 -1.426 3.200
C -3.603 -2.450 3.789
H -2.237 3.689 -2.202
H 0.718 3.852 -3.011
H 0.229 3.812 1.051
O 3.947 2.544 -2.532
O -2.431 -3.660 0.869
*
```


Molecular formula: C4H10N2OS
Method: DFT, ωB97M-V/def2-TZVPD

As for the HOMO energy: -7.9 eV. The value obtained for the electronic energy is -20167.641 eV. The value obtained for the energy above the lowest of the compared OMol25 structures with the same formula, charge and spin is 606.1 kJ/mol. As for the HOMO-LUMO gap: 4.539 eV.

```
! RIJCOSX wB97M-V def2-TZVPD def2/J DEFGRID3
* xyz 0 1
H -1.969 -0.924 -1.252
H -0.156 2.075 0.392
N 0.094 -2.306 -0.212
C -1.346 -0.184 -0.650
H 2.434 1.190 -0.862
H 1.143 -2.368 -0.103
S -2.365 0.550 0.697
H 0.368 -3.070 2.908
C 0.930 2.192 0.246
H 1.402 2.032 1.238
H -1.106 0.622 -1.401
N 1.431 1.241 -0.797
H -0.192 -2.651 -1.109
C 0.042 -0.826 -0.460
H -0.011 -2.494 3.243
H 1.149 3.170 -0.155
O 2.367 -0.673 0.067
C 1.237 -0.105 -0.389
*
```


Molecular formula: C2H2O2S
Method: DFT, ωB97M-V/def2-TZVPD

As for the HOMO energy (alpha / beta): -8.5 / -8.5 eV. The value obtained for the electronic energy is -17031.721 eV. The value obtained for the energy above the lowest of the compared OMol25 structures with the same formula, charge and spin is 415.3 kJ/mol. As for the HOMO-LUMO gap (alpha / beta): 4.914 / 4.877 eV.

```
! RIJCOSX wB97M-V def2-TZVPD def2/J DEFGRID3
* xyz 0 1
S 1.404 0.177 -2.399
O 0.744 -0.365 -1.035
C -0.344 -0.338 1.046
H -0.003 -1.374 1.355
C -0.191 0.310 -0.198
H -0.850 0.244 1.685
O -0.760 1.346 -0.454
*
```


Molecular formula: C6H10S2
Method: DFT, ωB97M-V/def2-TZVPD

As for the HOMO energy: -8.6 eV. The value obtained for the electronic energy is -28050.212 eV. The value obtained for the energy above the lowest of the compared OMol25 structures with the same formula, charge and spin is 398.3 kJ/mol. As for the HOMO-LUMO gap: 8.259 eV.

```
! RIJCOSX wB97M-V def2-TZVPD def2/J DEFGRID3
* xyz 0 1
C 1.075 -1.462 -1.285
C -0.871 1.983 -0.524
H -0.843 -1.725 -0.328
H -0.458 -0.152 2.288
C 0.348 0.336 1.543
H 0.445 -1.285 -2.064
H -1.700 0.351 0.587
H 1.970 -2.138 -1.599
C 0.143 -0.174 0.168
S 1.673 0.130 -0.725
H -1.480 0.191 -1.236
C 0.152 -1.604 0.008
C -0.928 0.497 -0.308
H 0.215 1.515 1.789
H 1.500 0.256 1.946
H -0.256 2.515 -1.492
S -1.607 3.021 0.491
H 0.620 -2.255 0.742
*
```


Molecular formula: C23H31FO5
Method: DFT, ωB97M-V/def2-TZVPD

As for the HOMO energy: -9.3 eV. The value obtained for the electronic energy is -37307.440 eV. As for the HOMO-LUMO gap: 9.898 eV.

```
! RIJCOSX wB97M-V def2-TZVPD def2/J DEFGRID3
* xyz 0 1
O 0.685 -0.852 -0.816
H 2.386 -0.421 -1.902
C 0.240 0.150 6.179
C -4.019 -3.967 -1.579
H -0.464 1.247 3.052
F 1.516 3.183 -1.467
C 1.709 -1.259 -1.702
H 0.878 1.304 -1.623
O 3.256 -0.126 1.221
H 0.008 -1.111 -4.424
H -2.040 1.871 -1.459
H -2.021 -4.103 -0.810
H 0.942 -0.414 4.234
H 4.062 2.491 -0.051
H -2.158 1.179 0.138
C -1.326 2.024 4.855
C 2.079 1.633 0.176
H 0.188 -0.947 1.153
H -4.271 -4.987 -1.321
C -0.336 2.358 -0.194
C -2.430 -2.163 -1.625
H 1.683 -1.732 0.725
C -4.635 -1.850 -2.537
H 3.559 1.529 -1.424
C 4.083 0.318 0.244
H -2.019 2.592 6.802
H -3.116 -0.335 -2.516
H -5.367 -1.219 -3.025
H -0.632 0.921 7.979
C 1.014 2.029 -0.827
C -3.371 -1.354 -2.249
C 1.899 0.364 1.038
C 3.520 1.602 -0.339
C 1.075 -0.846 0.530
H 1.657 -0.169 -5.608
C 0.714 -0.664 -3.730
C 1.870 -0.020 -4.553
H 1.517 0.613 2.016
C 0.289 0.244 4.796
H -1.057 0.484 -1.044
H 0.158 0.098 -3.181
C -1.373 1.932 6.239
C -4.960 -3.156 -2.200
O 3.128 -0.618 -4.299
C -0.592 0.994 6.901
C -1.459 1.415 -0.660
H -0.263 2.377 0.892
H 0.851 -0.579 6.694
C -2.755 -3.470 -1.292
C -0.496 1.178 4.133
H -1.937 2.753 4.340
H 2.268 -2.094 -1.279
H -0.590 3.366 -0.510
H -5.945 -3.544 -2.421
H 1.898 1.054 -4.375
H 3.673 -0.008 -3.807
O 5.088 -0.273 -0.107
H 2.043 2.456 0.897
O 1.136 -1.701 -2.877
H -1.442 -1.779 -1.402
*
```


Molecular formula: C3H7AlNO5P
Method: DFT, ωB97M-V/def2-TZVPD

As for the HOMO energy: -9.6 eV. The value obtained for the electronic energy is -30834.137 eV. The value obtained for the energy above the lowest of the compared OMol25 structures with the same formula, charge and spin is 131.1 kJ/mol. As for the HOMO-LUMO gap: 6.185 eV.

```
! RIJCOSX wB97M-V def2-TZVPD def2/J DEFGRID3
* xyz 0 1
H -0.285 -1.318 -3.780
H -1.256 0.472 -0.015
O -0.167 0.993 5.202
O 2.207 2.074 4.212
C -1.532 0.060 -0.986
P 1.165 0.952 4.486
O 1.615 -0.476 4.814
H -2.132 0.852 -1.434
C -1.075 -1.024 -3.090
Al 2.972 1.041 1.601
H -1.491 -2.023 -2.956
C 0.843 -0.217 -1.675
N -0.496 -0.384 -1.883
H -1.673 -0.340 -3.692
H 1.470 -0.557 -2.514
O 1.269 0.266 -0.613
O 0.642 0.500 3.145
H -2.078 -0.870 -0.823
*
```


Molecular formula: C4H4N2
Method: DFT, ωB97M-V/def2-TZVPD

As for the HOMO energy: -8.9 eV. The value obtained for the electronic energy is -7189.519 eV. The value obtained for the energy above the lowest of the compared OMol25 structures with the same formula, charge and spin is 305.8 kJ/mol. As for the HOMO-LUMO gap: 9.473 eV.

```
! RIJCOSX wB97M-V def2-TZVPD def2/J DEFGRID3
* xyz 0 1
C 0.751 0.846 -0.035
H 2.527 -0.591 -0.231
H 1.101 1.893 0.045
C -0.785 0.816 -0.010
H -1.176 1.843 -0.147
N -0.581 -1.741 0.140
C 1.461 -0.308 -0.130
H -2.502 -0.678 0.266
N 0.651 -1.721 -0.044
C -1.448 -0.359 0.147
*
```


Molecular formula: C45H36N4O2Pt
Method: DFT, ωB97M-V/def2-TZVPD

As for the HOMO energy (alpha / beta): -7.4 / -7.4 eV. The value obtained for the electronic energy is -60551.621 eV. The value obtained for the energy above the lowest of the compared OMol25 structures with the same formula, charge and spin is 189.3 kJ/mol. As for the HOMO-LUMO gap (alpha / beta): 6.598 / 6.598 eV.

```
! RIJCOSX wB97M-V def2-TZVPD def2/J DEFGRID3
* xyz 0 1
C 5.504 -0.657 -0.748
H 5.478 0.668 3.561
H -9.023 -0.635 1.783
H 4.195 2.776 3.381
H -6.167 -0.565 1.383
C 1.594 1.596 -2.005
H 5.532 -2.048 0.884
C 3.734 1.838 3.110
C 2.670 -3.191 4.172
C -10.137 -0.972 -0.026
H -4.031 -0.668 1.523
N -6.412 -1.028 -1.772
H 6.570 -0.499 -0.755
C -1.648 2.291 -3.858
H -1.070 1.631 -1.902
H 4.699 5.586 -0.102
H 0.514 3.155 -6.302
H -8.867 -1.291 -3.170
C -3.534 -0.786 0.572
C -1.201 2.720 -5.094
C 1.068 -4.047 5.744
H 4.460 -1.435 2.975
H 1.638 -0.337 -2.927
H 3.630 -3.232 1.654
Pt 0.672 -0.818 -0.433
C 3.391 2.496 -0.502
H -2.706 2.232 -3.650
N -1.448 -1.081 -0.558
C 3.864 -0.544 2.887
C 2.546 -0.597 2.448
C 4.697 -0.016 -1.670
H 2.130 2.515 -4.573
C 4.102 4.786 -0.514
H 3.124 6.038 -1.946
N 2.774 -1.094 -0.756
H -1.908 2.999 -5.861
C 4.453 0.660 3.219
H 3.706 -3.050 3.911
C 0.159 2.803 -5.343
C 1.071 2.446 -4.366
C 0.336 -2.964 3.738
C -0.735 1.951 -2.877
C 2.520 2.731 -1.560
C -2.126 -1.144 -1.720
O 0.679 -1.769 1.450
C -5.693 -0.863 -0.683
C 0.629 2.020 -3.119
H -4.006 -1.171 -2.742
C -8.895 -1.164 -2.101
H -11.015 -1.289 -1.946
C 2.440 4.020 -2.070
C 1.889 -1.931 2.054
C 1.839 0.589 2.321
C 2.380 -3.835 5.362
H 3.419 1.529 -0.029
H 5.110 0.659 -2.403
H 1.863 2.713 2.562
C 2.428 1.798 2.658
C 3.548 -1.730 0.142
N -6.483 -0.714 0.439
C 1.650 -2.732 3.348
H -1.590 -0.857 1.475
H 0.818 0.561 1.960
C -10.088 -1.151 -1.410
C 3.331 -0.259 -1.651
C 4.920 -1.524 0.165
H 4.868 3.293 0.812
C -8.987 -0.788 0.715
H -0.459 -2.624 3.092
C 2.880 -2.680 1.092
C 4.188 3.505 0.002
C -4.257 -0.884 -0.631
C 3.219 5.038 -1.547
C -2.164 -0.895 0.559
H -0.986 -3.778 5.205
C -7.783 -0.818 0.031
H 1.741 4.251 -2.860
H -11.093 -0.988 0.475
H 2.957 0.739 -3.495
C -3.495 -1.058 -1.799
C 0.044 -3.617 4.920
O 0.886 1.211 -0.907
H 0.847 -4.545 6.676
C 2.410 0.389 -2.621
H 3.186 -4.164 6.003
H 2.267 -3.389 0.529
C -7.716 -1.011 -1.373
H -1.538 -1.304 -2.617
*
```